(1)
65
Properties=species:S:1:pos:R:3:forces:R:3:lowdin_charge:R:1 method="wB97M-V/def2-TZVPD" multiplicity=1 charge=-1 e_tot_ha=-7108.0844 orbital_gap_ev=8.501 homo_energy_ev=-5.938
H 2.5728 -5.0014 1.5989 0.0 0.0 0.0 0.114
C -0.6114 9.1516 1.3622 0.0 0.0 0.0 -0.120
H -0.7160 -5.9241 -2.2231 0.0 0.0 0.0 0.070
H 0.7297 -6.5671 1.2077 0.0 0.0 0.0 0.101
F -0.0239 -2.4742 2.4860 0.0 0.0 0.1 -0.025
H -1.2483 5.3291 0.0038 0.0 0.0 0.0 0.089
C -0.8325 6.1364 0.6131 0.0 0.0 0.0 -0.223
H -2.4591 -3.8672 2.5405 0.1 0.0 0.1 0.081
S -1.3000 0.1781 1.1678 0.1 -0.1 -0.2 0.507
O 0.3675 0.2123 -2.4184 0.0 0.0 -0.1 -0.326
H 1.9058 5.5992 0.1148 0.0 0.0 0.0 0.063
H 5.1347 -5.3537 -1.1638 0.0 0.0 0.0 0.066
H 2.2430 -7.2222 0.6294 0.0 0.0 0.0 0.098
C 0.2414 5.5307 1.5164 0.0 0.0 0.0 -0.261
H -0.9757 -4.6834 1.9839 -0.1 0.0 -0.1 0.070
H 4.0868 -6.6841 -0.6836 0.0 0.0 0.0 0.061
H -1.6574 6.5105 1.2275 0.0 0.0 0.0 0.100
H -2.7372 -1.5881 0.8067 -0.1 0.0 0.1 0.110
C 4.3823 -5.6624 -0.4364 0.0 0.0 0.0 -0.116
H -1.1909 -1.0071 -3.6890 0.0 0.0 0.0 0.071
H 4.8577 -5.6840 0.5474 0.0 0.0 0.0 0.073
Br -4.3380 0.7426 -3.5851 -0.1 0.1 -0.1 0.687
H -2.8828 -1.5527 -3.7961 0.0 0.0 0.0 0.045
N -0.7074 -0.2015 -0.2722 0.0 -0.1 0.1 -0.326
H -2.0082 -1.5854 -2.2475 0.0 0.0 0.0 0.073
C -1.7202 -3.9251 1.7381 -0.1 0.0 -0.1 -0.044
H -0.2327 4.7768 2.1492 0.0 0.0 0.0 0.109
H 0.9558 4.1040 0.0692 0.1 0.0 0.0 0.052
H -1.5077 9.5130 0.8516 0.0 0.0 0.0 0.071
H -0.9341 8.4897 2.1670 0.0 0.0 0.0 0.063
H 1.6223 -6.6808 -1.7135 0.0 0.0 0.0 0.097
H -2.2419 -4.2174 0.8245 0.0 0.0 0.0 0.075
C -0.3440 7.2468 -0.3185 0.0 0.0 0.0 -0.229
H 0.1540 -4.6847 -1.3282 0.0 0.0 0.0 0.070
H -0.5239 -2.5828 0.5439 0.1 0.0 0.1 0.123
H 0.6459 6.2916 2.1935 0.0 0.0 0.0 0.092
H -2.4527 -1.3380 2.5503 0.1 0.0 0.0 0.115
C -0.2406 -5.7001 -1.2670 0.0 0.0 0.0 -0.105
O -0.2792 0.5101 2.1249 0.0 0.0 0.1 -0.314
Br -2.7341 2.9219 -1.6909 0.2 0.1 0.0 0.749
H 0.6631 9.1425 -0.3685 0.0 0.0 0.0 0.099
H 2.7407 -4.6936 -1.4373 0.0 0.0 0.0 0.100
C -2.1514 -1.0348 -3.1812 0.1 0.1 0.1 -0.145
H -1.1952 7.6108 -0.9046 0.0 0.0 0.0 0.106
H 1.2075 8.0921 0.9187 0.0 0.0 0.0 0.096
C 0.3142 8.4319 0.3869 0.0 0.0 0.0 -0.276
H 2.0879 4.3939 1.3868 0.0 0.0 0.0 0.072
H 3.5354 -3.6944 -0.2499 0.0 0.0 0.0 0.110
H -0.1171 10.0108 1.8198 0.0 0.0 0.0 0.063
H 0.3616 6.8298 -1.0412 0.0 0.0 0.0 0.101
H 0.4454 -7.7153 -0.9388 0.0 0.0 0.0 0.101
C 1.3639 4.8724 0.7254 0.0 0.0 0.0 -0.101
C -1.9740 -1.4313 1.5721 -0.1 0.0 0.0 -0.207
H 1.3482 -4.2961 0.5822 0.0 0.0 0.0 0.088
O 0.1452 2.1076 -0.8667 0.0 0.2 0.0 -0.350
S -0.3716 0.8674 -1.3691 -0.1 -0.1 -0.1 0.445
O -2.4451 1.0579 1.0907 -0.1 0.0 0.0 -0.357
C -1.9807 1.2598 -2.1238 -0.1 0.0 0.0 -0.797
C 2.1272 -5.0621 0.6010 0.0 0.0 0.0 -0.221
C -1.0196 -2.6002 1.5187 0.1 0.0 -0.2 -0.435
C -2.6139 0.3641 -2.8731 -0.1 -0.2 0.0 -0.796
C 3.1889 -4.7127 -0.4397 0.0 0.0 0.0 -0.262
C 0.8575 -6.7021 -0.9315 0.0 0.0 0.0 -0.267
C 1.4962 -6.4467 0.4344 0.0 0.0 0.0 -0.228
H -1.0139 -5.7085 -0.4966 0.0 0.0 0.0 0.057

(2)
84
Properties=species:S:1:pos:R:3:forces:R:3:lowdin_charge:R:1 method="wB97M-V/def2-TZVPD" multiplicity=4 charge=-1 e_tot_ha=-4275.7055 orbital_gap_ev="8.207 / 8.896" homo_energy_ev="-6.918 / -7.763" s2=3.76
O -0.3509 -1.4814 -3.8637 0.2 0.5 0.2 0.168
C 1.0850 3.3828 -6.5809 0.5 1.5 -0.8 -0.387
H -1.1978 0.3017 -2.5019 -0.1 0.0 -0.1 0.085
O -0.5826 0.4917 4.3703 -0.5 0.3 -0.6 0.264
C 0.4773 -6.9639 -3.1050 -0.2 0.5 0.9 -0.385
C -3.0531 1.4135 -0.0789 0.0 0.3 0.3 -0.146
N -0.9352 -1.4287 1.2572 -0.1 -0.9 -0.8 -0.003
H 3.9701 0.1744 3.9902 -0.5 0.3 0.1 0.111
O -2.8936 2.8863 3.4371 0.2 -0.3 -0.3 0.151
C -4.2313 1.7302 -0.7200 0.4 -0.8 -0.1 -0.044
C -2.2667 2.0557 4.0381 -0.9 0.7 0.0 -0.389
C 2.4163 0.1435 2.4496 -0.3 0.2 1.1 -0.111
H 1.6652 0.3537 3.2037 -0.4 0.2 -0.4 0.110
H -5.0528 2.0354 -0.0884 -0.1 0.3 -0.3 0.110
H -0.4076 5.7987 1.0393 0.2 0.1 0.2 0.112
H -2.8656 -1.0555 0.5942 0.0 0.0 -0.2 0.095
C 4.3711 -0.6317 0.7597 0.0 0.8 1.1 -0.026
O 0.4404 1.2534 -6.0102 -0.1 0.2 0.3 0.235
C 0.3271 5.0245 0.8676 -0.9 -0.6 0.3 -0.046
O -0.5891 2.1643 -7.8130 -0.3 -0.3 -0.2 0.163
O 0.6443 -1.9084 -1.0869 0.3 0.9 0.5 0.104
O -0.9594 1.0592 2.2469 -0.1 0.1 -0.6 0.023
O -0.1673 1.5554 6.4733 0.2 1.2 -0.4 0.236
C -0.1250 3.7099 0.9078 -0.3 -1.3 -0.3 -0.089
O 1.7947 3.1052 -5.5017 -0.2 -0.5 0.9 0.244
C 0.3298 -2.7639 -1.8621 -0.2 -0.3 0.2 -0.360
H -5.2041 1.8494 -2.5989 0.0 -0.4 -0.3 0.111
C 1.6455 5.2820 0.5756 -0.4 0.1 -0.1 -0.058
O 0.3368 1.5537 8.6647 -0.1 0.1 0.1 0.169
H 0.9333 -2.2638 1.8571 -0.1 0.9 -0.1 0.107
O 1.1980 4.4038 -7.2078 -0.3 -0.6 0.2 0.147
C 0.1807 2.1916 -6.9050 0.1 0.2 0.0 -0.402
C -2.0663 0.7229 -2.0158 -0.1 -0.4 -0.1 -0.078
H -2.3152 -5.0208 1.9655 0.6 -0.2 0.4 0.117
C -1.8636 -4.0453 1.8543 -1.0 0.8 -0.9 -0.040
O 0.3026 -4.0466 -1.5877 -0.2 0.4 -0.4 0.250
B 1.3466 1.8195 -4.9865 -0.2 -1.0 -0.7 -0.848
C -1.0208 -6.8800 -2.6945 0.3 0.1 -0.6 -0.392
C 4.7041 -0.3894 2.0935 0.0 -0.2 -0.7 -0.053
O -1.4483 -0.7344 8.6497 0.0 -0.6 -0.8 0.148
C 2.5887 0.6685 -3.4751 -0.4 -1.5 0.2 -0.390
B -0.1232 -4.7647 -2.8189 -0.5 -0.7 0.1 -0.904
H -3.2520 0.8435 -3.8240 0.2 -0.2 0.0 0.121
C -1.2212 1.1214 3.4204 0.8 0.0 0.3 -0.335
C 2.4353 4.2128 0.1758 0.1 0.5 1.1 -0.036
B -1.1676 0.9346 5.6432 -0.3 -1.1 1.6 -0.866
C 3.7128 0.0643 2.9468 0.3 -0.9 -0.6 -0.042
C 1.2664 1.0989 -2.8073 0.7 1.8 -1.3 -0.368
H 1.9697 6.3111 0.6596 0.4 -0.1 -0.4 0.113
N -1.9561 0.9330 -0.6969 -0.2 0.1 0.0 0.015
H 0.1908 -4.3792 2.3408 -0.1 0.1 0.3 0.115
N 2.0321 -0.1081 1.1852 1.2 0.1 0.5 -0.004
C -3.2341 0.9664 -2.7509 0.7 0.3 0.1 -0.019
C -1.1537 -0.1363 7.6493 -0.3 0.8 2.3 -0.406
O 0.9494 0.9431 -1.6664 -0.5 -0.8 1.6 0.046
C -0.5702 -3.6582 2.0680 0.8 -0.6 0.0 -0.043
H -1.1304 3.3844 1.1542 -0.2 0.7 0.1 0.103
H 5.7074 -0.6150 2.4325 0.0 0.3 0.1 0.110
O 0.8763 -5.7102 -3.2192 1.2 0.0 -0.5 0.244
N 0.6292 2.6344 0.6077 1.5 1.4 -0.1 0.009
H 3.4625 4.4006 -0.1017 0.0 -0.3 -0.1 0.112
C 1.9133 2.9380 0.2915 -0.3 -0.4 -1.5 -0.116
O 2.4608 0.8732 -4.7546 0.4 0.8 -0.1 0.261
O -1.6283 -0.2412 6.4388 -0.2 0.0 -0.9 0.235
H 2.4908 2.1317 -0.1444 0.1 -0.2 0.5 0.099
O -2.3361 1.8146 5.3238 1.1 -0.4 -0.2 0.259
H 2.8605 -0.7090 -0.6604 -0.6 0.3 0.1 0.094
C -0.1367 -2.3726 1.7517 -0.3 -1.0 0.1 -0.122
O -1.3316 -5.5925 -2.5734 0.0 0.2 0.2 0.220
C -2.6904 -3.0782 1.2859 -0.3 0.2 0.0 -0.044
C -4.3109 1.4973 -2.0969 -0.8 0.9 0.8 -0.058
H -3.7195 -3.3181 1.0534 0.0 0.1 0.0 0.110
O -1.7462 -7.8143 -2.5713 -0.5 -0.3 0.3 0.152
O -0.3275 -3.7279 -3.8239 -0.3 0.4 -0.3 0.258
O 1.1722 -7.9264 -3.1775 0.0 -0.5 -0.3 0.159
H 5.1482 -0.8368 0.0393 -0.2 -0.4 -0.2 0.115
O 3.4891 0.1234 -2.9014 0.3 0.1 0.2 0.148
O 0.6425 1.8731 -3.6623 0.0 -0.2 0.1 0.247
C -0.2433 1.1129 7.7253 0.4 -0.6 -0.5 -0.381
C 3.0502 -0.4639 0.3791 0.2 -0.6 -1.2 -0.120
C -0.1466 -2.5223 -3.3154 -0.1 -1.1 0.0 -0.356
V 0.0210 0.4509 0.4029 -0.5 0.5 0.1 0.859
H -3.0029 1.6096 0.9866 0.3 -0.2 0.0 0.097
C -2.2132 -1.8160 0.9937 0.7 0.2 0.8 -0.093

(3)
47
Properties=species:S:1:pos:R:3:forces:R:3:lowdin_charge:R:1 method="wB97M-V/def2-TZVPD" multiplicity=3 charge=0 e_tot_ha=-2571.8686 orbital_gap_ev="7.488 / 8.299" homo_energy_ev="-8.034 / -9.043" s2=2.01
H 1.6486 -5.0370 1.6006 0.0 0.0 0.0 0.090
H 2.8391 -5.9177 0.5982 0.0 0.0 0.0 0.086
H -1.4921 2.6727 -0.2152 0.0 0.0 0.0 0.106
S 2.1887 -0.0671 1.2593 0.0 -0.1 0.0 0.694
H -4.0199 0.2602 -1.6381 0.0 0.0 0.0 0.140
N 2.5612 -2.7279 1.2498 0.1 -0.1 0.1 0.136
H -3.5284 1.7338 0.9761 0.0 0.0 0.0 0.135
C 4.2829 -3.7450 -0.0605 0.0 0.0 0.0 0.039
H -2.9341 -1.7617 -0.6469 0.0 0.0 0.0 0.146
O -1.8384 -2.5425 1.9740 0.0 0.0 -0.1 0.104
C -1.6665 -1.7890 1.0522 -0.1 0.0 0.0 -0.566
O -0.8543 -0.1110 -2.1464 0.3 -0.1 0.2 -0.272
H -3.7413 -1.2898 0.8532 0.0 0.0 0.0 0.137
H 6.5506 -1.6382 -1.0316 0.0 0.0 0.0 0.102
C -2.0719 0.2165 -2.5324 -0.1 0.2 0.0 -0.556
H -2.4670 0.6810 1.9060 0.0 0.0 0.0 0.138
H 3.2584 -5.3914 2.2298 0.0 0.0 0.0 0.097
C 2.6979 -5.1245 1.3305 0.0 0.0 0.0 -0.009
H -1.3736 2.8933 1.5397 0.0 0.0 0.0 0.133
C 5.7898 -2.2807 -1.4782 0.0 0.0 0.0 0.009
C 4.6838 -2.5152 -0.5134 -0.1 0.0 0.0 -0.248
W 0.4531 -0.2733 -0.6888 -0.1 0.3 -0.3 1.414
H 6.2475 -3.2254 -1.7595 0.0 0.0 0.0 0.091
H 4.1825 -0.5215 -0.4390 0.0 0.0 0.0 0.140
H 0.8364 3.0244 -1.8143 0.1 0.0 0.0 0.059
C 2.9583 -1.5460 0.8169 0.1 0.1 -0.2 -0.761
H 4.7849 -4.6372 -0.4032 0.0 0.0 0.0 0.127
O -0.4794 -1.4314 0.6021 0.2 -0.1 -0.2 -0.268
S 2.3599 -0.2729 -2.9224 -0.1 -0.2 0.6 0.194
H -3.0429 1.7063 -1.4362 0.0 0.0 0.0 0.137
C -2.5781 1.1832 0.9403 0.1 0.0 0.0 -0.147
O 1.6754 0.3737 -4.0025 0.0 -0.1 -0.1 -0.326
O -0.1857 1.4312 0.6945 0.1 0.0 0.1 -0.244
C -2.8256 -1.1684 0.2652 0.0 0.0 0.1 -0.080
N 4.0107 -1.4419 -0.0449 -0.1 -0.2 0.0 0.116
H 0.3282 2.0798 -2.8972 0.0 -0.1 0.0 0.035
O 3.7707 -0.5166 -3.0831 0.0 0.0 0.0 -0.364
H 5.3954 -1.7813 -2.3637 0.0 0.0 0.0 0.070
C 3.1962 -3.8148 0.8179 0.0 0.0 0.0 -0.283
C -1.4298 2.1546 0.7388 -0.1 0.0 0.0 -0.166
S 1.3910 -1.9597 -2.1843 0.1 0.0 -0.1 0.419
N -2.5295 0.1909 -0.1096 -0.1 0.0 0.0 -0.201
O 2.1303 0.5360 -1.6070 -0.5 0.3 -0.2 -0.636
H -0.0336 1.0272 1.5620 0.1 0.1 0.1 0.050
O 0.0629 2.5157 -2.0736 -0.1 0.1 0.0 -0.059
O -2.4245 0.2447 -3.6799 0.0 0.0 0.0 0.121
C -3.0130 0.6150 -1.3976 0.1 0.0 0.0 -0.080

(4)
53
Properties=species:S:1:pos:R:3:forces:R:3:lowdin_charge:R:1 method="wB97M-V/def2-TZVPD" multiplicity=8 charge=+2 e_tot_ha=-2800.6205 orbital_gap_ev="5.121 / 4.935" homo_energy_ev="-13.628 / -13.620" s2=16.08
H 0.2108 0.9463 -4.8499 -0.2 0.2 -0.2 0.020
C -1.7354 -3.2186 -0.2310 -0.7 -0.5 0.0 -0.076
H -2.4771 -3.7368 0.3808 -0.2 0.0 0.1 0.104
H -1.4705 1.5525 -5.2800 0.6 0.4 -0.7 0.066
H 3.5217 3.6954 0.9401 0.8 0.5 -0.6 0.068
H 0.4739 -0.9679 5.3074 0.1 0.1 -0.3 0.143
H 3.0568 1.3833 2.5766 0.7 -0.9 -0.1 0.089
H -2.3188 -0.9451 -4.0857 0.0 -1.0 0.0 0.073
H -3.4344 1.6939 -3.7799 -0.8 0.5 0.1 0.063
C 0.0666 -1.4037 1.9509 0.1 1.8 0.6 -0.126
H 1.0248 -3.3563 1.5383 0.7 0.6 0.2 0.133
H -3.5122 1.2762 -1.9951 0.0 0.2 -0.6 -0.029
H 1.7102 0.3130 2.2439 0.4 0.5 0.1 -0.010
H -0.2834 2.5997 -4.3798 -0.2 -0.2 -0.2 0.055
H -0.7358 1.1619 4.8693 0.5 -0.1 0.0 0.144
C -0.2875 0.5608 4.0780 -0.7 1.7 -0.7 -0.053
C 0.4480 -0.6072 -0.7762 1.5 -5.6 1.1 -0.176
H 0.2592 4.1370 1.2258 0.4 0.1 0.1 0.071
P -1.4328 0.8849 -3.1204 1.5 0.2 2.1 0.604
C -0.5655 0.9548 2.7779 -0.7 -1.3 0.6 -0.297
H -1.8986 -3.5318 -1.2638 0.0 0.1 0.1 0.099
H 1.4069 -4.3959 -0.4087 0.2 0.1 0.0 0.102
Gd 0.1461 1.9415 -1.1876 0.3 0.4 -0.9 0.642
C 0.3085 -0.6340 4.2804 1.0 -1.9 1.7 -0.047
H 1.5983 3.8812 2.4616 -0.4 0.9 0.4 0.072
H 0.8104 -2.6023 3.5893 0.2 1.0 -0.3 0.154
H -1.2731 1.8227 2.7312 1.3 -1.2 -0.6 0.022
H 0.6271 -3.3862 -1.6578 0.3 -0.1 -0.3 0.072
H -0.5512 -3.3746 2.1789 0.3 0.7 -0.3 0.154
C -0.6372 1.5778 -4.5720 -0.7 -0.3 -0.1 -0.275
N -0.4179 -3.5511 0.1772 0.4 0.8 1.3 -0.272
C 0.4621 -4.0744 -0.8364 -0.3 -1.0 -0.1 -0.073
O 0.7140 -1.7371 -0.5473 -0.2 8.2 -2.3 -0.043
H -2.7606 2.8157 -2.5235 -0.2 -0.1 -0.2 0.051
C -0.1860 -0.0181 1.7911 -2.7 -0.8 1.2 -0.093
C 3.0955 3.1901 0.0695 0.1 0.1 0.7 -0.274
C 2.4784 0.9129 1.7686 0.8 -0.1 1.8 -0.229
H 0.1349 2.9054 2.4923 0.2 0.3 0.0 0.006
I -2.4102 1.3938 0.5165 0.4 -0.7 -0.6 0.661
H 2.6836 3.8906 -0.6676 0.2 0.0 0.3 0.057
I 2.5223 0.9266 -2.7831 -0.6 0.3 0.4 0.245
H -0.6906 -1.3592 -3.3856 -0.2 0.1 -0.1 0.067
H -1.9321 -2.1550 -0.1266 -0.1 0.5 -0.1 0.059
H 3.7686 2.4786 -0.4162 0.1 0.3 0.2 0.022
H 0.0088 -4.9646 -1.2870 0.0 0.0 0.3 0.109
H 2.9594 0.1967 1.0938 0.6 0.6 0.1 0.090
C -2.9627 1.7749 -2.8023 0.0 -0.6 -0.7 -0.317
C 0.5439 -1.5626 3.2950 -0.7 -0.3 -0.1 -0.024
C 0.8240 3.4302 1.8458 0.8 0.1 0.7 -0.228
P 1.8173 2.2768 0.9103 -1.8 -1.4 -2.3 0.635
H -2.1222 -1.2498 -2.3033 0.0 0.1 -0.3 0.043
C 0.0700 -2.8719 1.3946 -1.8 -3.4 -0.6 -0.124
C -1.6563 -0.8714 -3.2183 -0.6 0.0 -0.8 -0.228

Q: Which value of charge does entry 2 give?
A: -1

Q: Look up the charge of the third one.
A: 0

Q: Which value of charge does entry 4 give?
A: +2